Entry 1:
An isolated molecule of CH4Br2Si. Source: the Open Molecules 2025 dataset; level of theory: ωB97M-V/def2-TZVPD.

Calculated total energy: -5477.995210 Eh
HOMO: -10.0 eV
LUMO energy: -0.65 eV
Maximum force: 3.50 eV/A
Relative energy (zero: lowest compared OMol25 entry of this formula, charge and spin): 229.6 kJ/mol
HOMO-LUMO gap: 0.34195 hartree

Last column: Mulliken charge in e.
Geometry (Å):
C 0.73 0.24 0.62  -0.539
Si -0.46 -0.34 -0.77  0.485
Br 2.59 0.49 0.15  -0.113
Br -2.84 0.35 0.40  -0.381
H 0.74 -0.75 1.10  0.268
H 0.24 1.07 1.26  0.348
H -0.83 -1.74 -1.02  -0.026
H -0.16 0.69 -1.74  -0.042


Entry 2:
A 7-piece molecular cluster, C28H70O14 overall. Source: the Open Molecules 2025 dataset; level of theory: ωB97M-V/def2-TZVPD.

Total charge: +1
Calculated total energy: -2161.409918 Eh
HOMO (alpha / beta): -11.1 / -11.1 eV
LUMO energy (alpha / beta): -2.21 / -8.44 eV
Maximum force: 4.38 eV/A
Relative energy (zero: lowest compared OMol25 entry of this formula, charge and spin): 44.7 kJ/mol
Spin multiplicity: 2
HOMO-LUMO gap (alpha / beta): 0.32566 / 0.09673 hartree

Last column: Löwdin spin population.
Geometry (Å):
C 9.54 0.02 4.32  0.000
O 8.17 -0.02 4.06  0.000
C 7.92 0.81 2.94  0.000
C 6.56 0.45 2.47  0.000
O 5.73 0.58 3.61  0.000
C 4.40 1.05 3.35  0.000
H 9.88 -0.65 5.10  0.000
H 9.85 1.04 4.54  0.000
H 10.17 -0.24 3.47  0.000
H 8.60 0.67 2.10  0.000
H 8.00 1.85 3.25  0.000
H 6.56 -0.59 2.13  0.000
H 6.30 1.09 1.63  0.000
H 4.39 2.13 3.20  0.000
H 3.87 0.93 4.29  0.000
H 3.83 0.55 2.56  0.000
C 1.95 -0.36 -3.44  0.015
O 1.74 -1.71 -3.56  0.131
C 1.16 -2.29 -2.38  0.062
C 1.47 -3.84 -2.33  0.097
O 1.19 -4.53 -3.57  0.498
C 0.83 -5.91 -3.32  0.039
H 2.51 0.11 -4.26  0.000
H 2.70 -0.11 -2.69  0.006
H 1.01 0.18 -3.29  0.006
H 0.08 -2.17 -2.36  0.023
H 1.58 -1.79 -1.51  0.000
H 1.26 -4.29 -1.35  0.003
H 2.55 -3.93 -2.37  0.061
H -0.07 -6.16 -3.88  0.016
H 0.58 -6.07 -2.27  0.001
H 1.63 -6.60 -3.57  0.022
C -3.27 -3.10 4.77  0.000
O -4.43 -2.55 4.15  0.000
C -5.27 -1.90 5.03  0.000
C -6.26 -0.92 4.33  0.000
O -7.24 -1.50 3.44  0.000
C -8.07 -0.57 2.74  0.000
H -3.67 -3.87 5.43  0.000
H -2.67 -2.37 5.31  0.000
H -2.66 -3.70 4.08  0.000
H -4.68 -1.35 5.77  0.000
H -5.76 -2.70 5.59  0.000
H -5.57 -0.31 3.74  0.000
H -6.77 -0.21 4.99  0.000
H -8.89 -0.28 3.40  0.000
H -8.26 -0.79 1.69  0.000
H -7.56 0.39 2.71  0.000
C 1.59 4.11 -4.37  0.000
O 1.39 3.35 -3.12  0.000
C 1.67 4.13 -1.91  0.000
C 1.99 3.26 -0.71  0.000
O 2.10 4.09 0.43  0.000
C 3.44 4.63 0.67  0.000
H 2.65 4.05 -4.62  0.000
H 1.29 5.15 -4.40  0.000
H 1.02 3.66 -5.18  0.000
H 0.72 4.62 -1.67  0.000
H 2.38 4.91 -2.17  0.000
H 2.95 2.77 -0.83  0.000
H 1.20 2.52 -0.59  0.000
H 4.26 3.92 0.62  0.000
H 3.50 5.29 1.54  0.000
H 3.59 5.30 -0.18  0.000
C -1.87 1.36 -2.62  0.000
O -1.68 1.55 -4.04  0.000
C -1.92 2.89 -4.46  0.000
C -3.44 3.15 -4.72  0.000
O -4.15 2.22 -5.55  0.000
C -3.56 2.15 -6.80  0.000
H -1.71 0.31 -2.38  0.000
H -2.91 1.64 -2.45  0.000
H -1.18 1.82 -1.92  0.000
H -1.27 3.12 -5.30  0.000
H -1.60 3.61 -3.71  0.000
H -3.52 4.14 -5.17  0.000
H -3.92 3.24 -3.75  0.000
H -3.75 3.13 -7.23  0.000
H -4.07 1.40 -7.40  0.000
H -2.49 1.99 -6.66  0.000
C 1.43 -3.83 2.11  0.000
O 0.58 -3.46 0.99  0.000
C -0.69 -3.16 1.50  0.000
C -1.57 -2.83 0.30  0.001
O -1.69 -3.98 -0.53  0.009
C -2.42 -3.70 -1.72  0.004
H 0.94 -4.44 2.87  0.000
H 1.93 -3.01 2.62  0.000
H 2.17 -4.55 1.76  0.000
H -0.81 -2.45 2.32  0.000
H -1.16 -4.05 1.91  0.000
H -1.22 -1.94 -0.22  0.000
H -2.56 -2.63 0.72  0.001
H -3.47 -3.42 -1.58  0.001
H -2.48 -4.55 -2.41  0.000
H -1.84 -2.92 -2.21  0.002
C 0.77 0.19 0.87  0.000
O -0.45 0.86 0.43  0.000
C -0.79 1.74 1.38  0.000
C -2.28 2.22 1.27  0.000
O -3.10 1.24 2.00  0.000
C -3.90 0.48 1.02  0.000
H 1.35 -0.38 0.15  0.000
H 0.43 -0.59 1.55  0.000
H 1.42 0.86 1.44  0.000
H -0.15 2.62 1.31  0.000
H -0.68 1.40 2.41  0.000
H -2.54 2.44 0.24  0.000
H -2.43 3.20 1.72  0.000
H -3.28 -0.12 0.34  0.000
H -4.59 1.07 0.43  0.000
H -4.47 -0.26 1.58  0.000


Entry 3:
C43H48ClCrN4O2S as an isolated structure. Source: the Open Molecules 2025 dataset; level of theory: ωB97M-V/def2-TZVPD.

Total charge: -1
Calculated total energy: -3939.833845 Eh
HOMO (alpha / beta): -2.7 / -3.4 eV
LUMO energy (alpha / beta): 1.79 / 1.73 eV
Maximum force: 0.89 eV/A
Spin multiplicity: 5
HOMO-LUMO gap (alpha / beta): 0.16428 / 0.18999 hartree

Last column: Löwdin spin population.
Geometry (Å):
Cr 0.61 -0.10 0.30  2.853
C 1.56 3.35 -4.09  0.000
C 2.52 2.69 -3.11  0.002
C 3.95 2.78 -3.64  0.000
C 2.35 3.30 -1.72  0.007
C 2.54 4.67 -1.62  0.000
C 2.16 5.38 -0.49  0.008
C 1.52 4.69 0.52  0.000
C 1.34 3.32 0.48  0.006
C 0.59 2.68 1.64  0.008
C -0.76 3.36 1.90  0.001
C 1.43 2.62 2.91  0.001
C 1.87 2.56 -0.60  0.002
N 1.90 1.18 -0.53  0.014
C 2.88 0.43 -1.18  0.014
C 2.72 -0.90 -1.24  0.007
N 1.55 -1.48 -0.73  0.009
C 1.51 -2.87 -0.59  0.008
C 2.59 -3.61 -0.04  -0.001
C 2.58 -5.00 -0.15  0.001
C 1.52 -5.68 -0.69  -0.003
C 0.41 -4.96 -1.11  0.001
C 0.38 -3.58 -1.06  -0.002
C -0.86 -2.86 -1.52  0.002
C -2.10 -3.29 -0.73  0.000
C -1.09 -3.01 -3.02  0.000
C 3.70 -2.96 0.77  0.000
C 5.08 -3.17 0.15  0.000
C 3.67 -3.50 2.20  0.000
H 1.60 2.86 -5.07  0.000
H 1.80 4.41 -4.24  0.000
H 0.53 3.30 -3.72  0.000
H 2.25 1.63 -3.05  0.000
H 4.28 3.81 -3.71  0.000
H 4.03 2.33 -4.63  0.000
H 4.66 2.26 -2.98  0.000
H 2.94 5.21 -2.47  0.000
H 2.32 6.45 -0.43  0.001
H 1.15 5.23 1.38  0.000
H 0.34 1.65 1.38  0.004
H -0.63 4.29 2.46  0.000
H -1.40 2.70 2.49  0.000
H -1.28 3.61 0.97  0.000
H 1.74 3.62 3.19  0.000
H 2.31 2.00 2.74  0.000
H 0.86 2.18 3.73  0.000
H 3.77 0.91 -1.56  0.001
H 3.47 -1.54 -1.69  0.000
H 3.43 -5.55 0.25  0.000
H 1.53 -6.76 -0.76  0.000
H -0.46 -5.49 -1.49  0.000
H -0.71 -1.80 -1.31  0.002
H -2.37 -4.32 -0.95  0.000
H -2.95 -2.65 -0.98  0.000
H -1.92 -3.21 0.34  0.001
H -1.26 -4.05 -3.29  0.000
H -0.22 -2.67 -3.58  0.000
H -1.96 -2.43 -3.34  0.000
H 3.49 -1.89 0.83  0.000
H 5.35 -4.23 0.14  0.000
H 5.84 -2.64 0.74  0.000
H 5.13 -2.80 -0.87  0.000
H 3.88 -4.57 2.22  0.000
H 2.71 -3.33 2.67  0.000
H 4.43 -3.00 2.81  0.000
Cl 0.30 -2.26 7.26  -0.009
C 0.68 -1.66 5.65  0.004
C 1.96 -1.18 5.40  0.141
C 2.25 -0.73 4.11  0.015
C 1.31 -0.75 3.08  0.079
O 1.67 -0.35 1.88  0.082
C -0.02 -1.21 3.37  0.028
C -1.05 -1.19 2.42  0.349
O -0.96 -0.71 1.20  0.189
C -0.29 -1.68 4.68  0.122
H 2.71 -1.17 6.17  0.010
H 3.24 -0.36 3.87  -0.002
H -2.03 -1.57 2.71  0.019
H -1.28 -2.06 4.91  0.005
S -3.10 2.18 -4.70  0.001
C -2.14 1.52 -3.35  0.005
C -2.54 1.73 -2.04  -0.001
C -1.79 1.16 -1.03  0.007
N -0.68 0.46 -1.28  -0.001
C -0.27 0.29 -2.54  0.007
C -0.98 0.80 -3.61  -0.001
C -4.36 0.92 -4.78  0.000
C -4.04 -0.43 -4.86  0.000
C -5.07 -1.35 -4.93  0.000
N -6.36 -1.01 -4.94  0.000
C -6.65 0.28 -4.87  0.000
C -5.70 1.28 -4.78  0.000
H -3.44 2.29 -1.81  0.000
H -2.07 1.24 0.02  0.001
H 0.64 -0.28 -2.66  0.000
H -0.62 0.66 -4.62  0.000
H -3.01 -0.76 -4.87  0.000
H -4.85 -2.41 -4.98  0.000
H -7.71 0.54 -4.88  0.000
H -5.99 2.32 -4.70  0.000